130
Properties=species:S:1:pos:R:3:forces:R:3:lowdin_charge:R:1 method="wB97M-V/def2-TZVPD" mol_weight_g_mol=2658.427 lumo_ha=0.0056 homo_ha=-0.3513 gap_ev=9.71
C -2.536107 1.386107 2.644010 0.25 -0.18 -0.49 -0.17
O -1.258732 0.805575 2.809611 0.13 0.20 0.17 -0.23
C -1.101484 -0.419985 2.122949 -0.21 -0.15 -0.28 -0.22
C 0.268455 -0.544611 1.418959 -0.16 0.12 0.08 -0.18
C 1.312242 0.568081 1.656587 0.44 -0.48 -0.28 -0.28
C 1.611227 1.394077 0.385740 0.10 0.27 0.31 -0.28
Si 0.214087 2.513448 -0.100019 -0.24 -0.40 0.49 0.59
F 0.694128 4.003738 -0.452970 0.01 -0.10 -0.24 -0.18
P -0.983926 1.680212 -1.845005 0.45 -0.05 -0.65 0.36
O -0.153192 1.288407 -2.998573 -0.01 0.25 0.09 -0.46
O -1.869855 0.468868 -1.278496 0.03 0.31 0.04 -0.23
O -2.075447 2.804304 -2.262753 0.00 -0.13 0.24 -0.19
H -3.332767 0.753066 3.041161 0.11 0.07 0.04 0.03
H -2.532153 2.362520 3.123818 -0.03 -0.10 0.20 0.08
H -2.729701 1.548159 1.572886 -0.09 -0.02 0.03 0.04
H -1.887392 -0.505960 1.362885 0.04 0.02 0.00 0.10
H -1.257203 -1.259594 2.810310 0.08 0.11 0.13 0.12
H 0.695764 -1.509439 1.700776 0.03 0.04 0.02 0.09
H 0.075529 -0.609672 0.345118 0.03 -0.04 0.02 0.04
H 1.080852 1.207827 2.507327 -0.22 -0.01 -0.07 0.10
H 2.256463 0.071575 1.896864 -0.03 0.09 0.12 0.05
H 2.465886 2.049518 0.596123 -0.01 0.01 -0.09 0.08
H 1.915517 0.723922 -0.419642 -0.04 0.09 -0.07 0.03
H -0.745218 2.619641 1.015964 -0.02 0.20 -0.07 0.01
H -2.810295 0.594578 -1.494136 0.02 -0.17 0.26 -0.03
H -2.488886 3.192485 -1.477531 -0.11 0.06 -0.11 0.06
Br -5.123639 2.390957 8.382951 -0.06 0.01 -0.04 0.60
C -4.913689 0.711892 7.429177 0.06 0.04 0.11 -0.71
C -4.105022 0.875100 6.170375 -0.05 -0.07 -0.15 -0.70
Br -5.147438 1.722246 4.765947 -0.35 0.17 0.15 0.69
H -5.913389 0.339335 7.226844 0.02 -0.04 -0.02 0.04
H -4.401507 0.044678 8.117204 0.02 0.00 -0.01 0.03
H -3.816625 -0.098736 5.779734 0.00 -0.01 0.02 0.06
H -3.217796 1.483508 6.311516 -0.03 0.03 0.08 0.02
Br -0.677350 3.664632 7.981194 -0.04 -0.06 0.06 0.61
C 0.531909 2.158051 7.735797 -0.08 0.28 -0.14 -0.74
C -0.135119 1.025797 7.010991 0.02 -0.21 -0.08 -0.70
Br -1.329774 0.000942 8.155808 0.01 0.01 0.07 0.66
H 0.904124 1.883350 8.715932 -0.04 -0.05 0.00 0.02
H 1.347711 2.537802 7.124747 0.03 -0.02 0.03 0.05
H 0.605819 0.309950 6.664235 0.03 0.04 -0.02 0.00
H -0.724740 1.371132 6.166288 0.02 -0.01 -0.01 0.04
Br -6.887830 3.903949 -2.186458 0.03 0.03 0.04 0.62
C -5.801559 2.498491 -2.972893 -0.02 0.18 -0.01 -0.71
C -5.948711 1.193812 -2.241646 0.08 -0.05 -0.04 -0.65
Br -4.974169 1.191547 -0.549775 -0.17 0.03 0.02 0.72
H -4.776919 2.858417 -2.984488 0.02 -0.05 -0.01 0.04
H -6.169284 2.396292 -3.989384 0.10 -0.08 0.02 -0.03
H -5.517659 0.386420 -2.829858 0.01 0.00 0.01 0.07
H -6.979984 0.958549 -1.999242 -0.01 0.03 -0.01 0.05
Br 3.261115 0.147093 8.000359 0.08 -0.05 -0.01 0.69
C 3.266237 -1.648218 7.252101 0.01 0.00 0.12 -0.67
C 3.883908 -1.686517 5.881178 -0.11 -0.03 -0.07 -0.69
Br 2.670714 -0.960943 4.545712 0.00 0.01 0.02 0.66
H 2.233096 -1.983294 7.242385 0.01 -0.02 0.02 0.05
H 3.836527 -2.253159 7.953102 0.05 0.00 -0.04 0.06
H 4.070201 -2.715700 5.582245 0.01 0.00 0.01 0.06
H 4.804191 -1.115573 5.810100 0.00 0.01 0.01 0.00
Br -1.276611 -3.586933 -0.596292 0.00 0.03 -0.05 0.64
C 0.372162 -4.023617 -1.537044 -0.07 -0.03 0.17 -0.68
C 1.457148 -3.019336 -1.263751 0.21 0.11 -0.10 -0.64
Br 1.170677 -1.355824 -2.224081 -0.21 -0.13 0.00 0.77
H 0.119431 -4.090953 -2.588732 0.02 -0.01 -0.03 0.02
H 0.668274 -5.004976 -1.174024 0.02 0.00 0.00 0.05
H 2.416444 -3.398537 -1.604378 0.04 -0.09 -0.02 0.02
H 1.523111 -2.764310 -0.209675 0.00 -0.03 0.00 0.04
Br 4.921159 -0.688120 -3.200721 0.03 0.03 0.01 0.61
C 3.806670 0.803003 -3.783714 -0.08 -0.11 0.01 -0.68
C 4.179527 1.273004 -5.162344 0.03 0.11 0.05 -0.71
Br 5.830224 2.306738 -5.153809 0.04 -0.05 -0.02 0.61
H 3.910610 1.578819 -3.031302 0.02 0.02 -0.02 0.06
H 2.786479 0.423342 -3.778472 0.01 -0.01 -0.03 0.00
H 3.414496 1.939200 -5.555433 -0.02 -0.02 0.03 0.03
H 4.332211 0.450172 -5.853215 -0.03 0.00 -0.01 0.02
Br -5.533853 3.174510 -7.602640 -0.01 -0.05 0.00 0.61
C -7.456294 3.434306 -7.713455 0.12 0.07 0.01 -0.70
C -8.083657 3.495248 -6.346482 -0.08 -0.03 0.06 -0.68
Br -8.197878 1.734438 -5.530375 -0.12 -0.08 -0.08 0.66
H -7.850168 2.619613 -8.312399 -0.03 0.01 0.00 0.05
H -7.600131 4.377549 -8.235248 0.00 0.01 0.02 0.06
H -9.107722 3.855776 -6.407493 0.00 -0.01 -0.03 0.06
H -7.520404 4.120172 -5.659174 -0.01 0.02 -0.01 0.04
Br 5.440767 1.573570 3.474745 0.04 -0.06 0.06 0.60
C 7.052942 0.832726 2.673052 -0.10 0.15 -0.10 -0.70
C 7.021337 -0.665371 2.584678 0.04 -0.16 0.10 -0.71
Br 7.361402 -1.509854 4.311778 -0.05 0.00 -0.04 0.63
H 7.890992 1.195385 3.259854 0.01 -0.01 -0.01 0.06
H 7.095459 1.258365 1.672077 0.05 -0.06 0.03 -0.02
H 7.818512 -1.009188 1.924533 -0.33 0.03 0.34 -0.07
H 6.064471 -1.044494 2.236875 -0.02 0.03 0.01 0.06
Br 2.093949 -5.316913 -4.811725 -0.03 0.11 0.04 0.61
C 0.952236 -3.823891 -5.318319 -0.07 -0.16 0.01 -0.70
C 1.282809 -3.306908 -6.691543 0.00 0.17 0.00 -0.66
Br 2.924264 -2.270048 -6.660147 0.14 -0.07 0.00 0.68
H 1.079854 -3.058807 -4.557437 -0.02 0.03 -0.03 -0.01
H -0.066649 -4.205456 -5.289571 0.00 0.00 -0.04 0.07
H 0.503433 -2.627300 -7.032479 0.00 0.02 0.04 0.06
H 1.422497 -4.097674 -7.421595 -0.01 -0.03 0.03 0.05
Br 2.526412 1.953050 -8.601784 0.01 0.01 0.05 0.63
C 1.209065 0.526547 -8.523730 -0.11 0.14 -0.03 -0.71
C -0.109121 0.991308 -7.958733 0.05 0.01 0.18 -0.69
Br -0.012955 1.208706 -6.026036 -0.04 0.00 -0.05 0.68
H 1.640519 -0.243716 -7.896812 0.07 -0.11 -0.10 -0.05
H 1.095624 0.176364 -9.547054 -0.01 -0.02 0.01 0.06
H -0.873619 0.235454 -8.127507 0.01 0.00 -0.06 0.05
H -0.434828 1.938475 -8.377477 0.00 0.00 -0.02 0.05
Br 4.443684 -5.711427 -1.907739 0.06 0.00 0.02 0.61
C 4.369236 -7.292672 -0.781538 -0.03 0.06 -0.07 -0.68
C 3.248347 -7.207413 0.221284 0.05 -0.02 0.12 -0.70
Br 3.654066 -5.978300 1.669977 -0.03 0.05 -0.04 0.61
H 5.342679 -7.384670 -0.310686 -0.02 -0.03 0.04 0.05
H 4.207074 -8.131575 -1.454568 -0.02 0.01 -0.01 0.06
H 3.083201 -8.175342 0.688749 0.02 -0.01 0.00 0.06
H 2.324260 -6.858766 -0.228541 -0.01 -0.04 -0.04 0.04
Br -9.652390 2.841177 3.296489 -0.02 -0.05 -0.01 0.60
C -10.068909 2.740848 5.191811 0.06 0.11 -0.06 -0.70
C -9.119920 1.838740 5.934440 -0.04 -0.09 0.08 -0.70
Br -9.506147 -0.039988 5.610469 0.08 0.01 -0.03 0.59
H -11.099321 2.409063 5.268974 0.00 0.00 0.02 0.05
H -9.983567 3.760040 5.561785 0.02 -0.01 0.03 0.06
H -9.230768 1.978025 7.007527 -0.01 0.02 0.00 0.06
H -8.083748 2.000103 5.651406 0.00 0.02 0.00 0.00
Br 7.301916 2.108506 -1.022331 -0.03 0.07 0.02 0.64
C 8.430597 0.911425 -2.049747 -0.12 0.05 -0.07 -0.68
C 8.372043 -0.497127 -1.529054 0.05 -0.12 0.02 -0.67
Br 9.374075 -0.733048 0.126538 0.36 0.10 -0.39 0.71
H 9.430524 1.332937 -2.026432 0.02 -0.06 0.00 0.05
H 8.040676 0.939402 -3.066135 -0.05 0.00 0.02 0.03
H 8.824820 -1.181431 -2.242565 0.01 0.00 0.00 0.06
H 7.355154 -0.810771 -1.315636 -0.01 0.02 -0.05 0.02

106
Properties=species:S:1:pos:R:3:forces:R:3:lowdin_charge:R:1 method="wB97M-V/def2-TZVPD" mol_weight_g_mol=638.797 total_charge=+3 lumo_ha=-0.3040 homo_ha=-0.3825 de_lowest_kcal_mol=31.7 gap_ev=2.14
C -3.343807 5.782249 -6.626955 -1.62 0.65 1.11 -0.01
C -2.051865 5.698641 -5.839133 0.40 0.86 -0.33 -0.42
C -2.176303 6.406250 -4.466670 -0.41 -0.05 -0.95 -0.14
C -1.351340 5.801127 -3.394771 -1.57 -0.56 1.75 -0.17
C -1.412775 4.261256 -3.368166 1.30 0.88 -0.57 -0.09
C -0.885121 3.642596 -4.690886 0.64 0.61 0.76 -0.47
N -1.651108 4.254670 -5.806133 -0.32 0.77 0.55 -0.02
O -1.989333 3.627053 -6.736603 0.20 -1.01 -0.31 0.25
C -1.157929 2.179282 -4.642091 -0.81 -0.93 -0.95 -0.02
C 0.642665 3.899807 -4.951790 -0.98 0.20 2.90 0.05
C -0.908392 6.370467 -6.655610 -1.01 1.06 0.90 0.03
H -3.285719 5.787448 -7.704351 0.30 -0.33 -0.20 0.10
H -3.673146 6.786703 -6.322538 -0.26 -0.14 -0.45 0.11
H -4.174537 5.100815 -6.270968 1.13 0.50 -0.37 0.13
H -3.187452 6.380633 -4.124195 -1.03 -0.51 -0.07 0.12
H -2.046669 7.499990 -4.563283 0.53 -0.55 -0.34 0.15
H -1.849014 6.186205 -2.469868 0.94 -0.36 -0.32 0.14
H -0.349760 6.126712 -3.414128 1.32 0.37 0.07 0.10
H -2.388634 3.834928 -3.167517 -0.28 0.18 0.20 0.13
H -0.685097 3.928443 -2.611812 -0.51 -0.12 -0.09 0.13
H -0.659482 1.578392 -5.432190 -0.21 0.39 0.64 0.11
H -2.246076 2.026291 -4.743560 0.38 -0.18 0.06 0.11
H -0.892065 1.870606 -3.643255 0.30 -0.47 0.13 0.10
H 1.158154 3.586850 -3.985322 -0.63 0.42 -1.15 0.13
H 0.885176 4.947683 -5.119742 0.15 -0.32 -0.45 0.08
H 0.877280 3.167201 -5.662152 0.98 -0.36 -1.52 0.07
H -0.142146 6.803959 -6.020523 0.26 -0.32 0.03 0.10
H -1.397073 7.214925 -7.136383 0.08 0.07 -0.18 0.11
H -0.545357 5.720358 -7.398801 0.70 -0.67 -0.97 0.09
C -1.101974 3.217811 4.232014 1.52 -1.61 0.58 -0.04
C -1.708532 3.829640 5.462445 -0.49 -0.79 -1.34 -0.26
C -1.694420 3.371460 6.853564 3.54 0.36 -2.25 -0.16
C -1.907323 1.865893 6.909368 0.62 0.80 -1.01 -0.20
C -1.880617 1.241224 8.262631 0.70 -0.22 1.43 -0.17
C -2.748116 1.527763 9.470250 0.80 -0.48 -1.55 -0.24
N -0.424474 4.534381 11.374560 1.88 -3.71 -0.93 0.08
O 0.205042 3.551252 11.156916 -2.20 3.49 0.66 -0.08
C -2.377620 0.655109 10.573469 1.97 0.98 0.99 -0.04
C -3.514518 2.699268 9.721270 -0.83 -0.23 1.09 -0.03
C -2.478420 5.002124 5.186381 -1.37 1.97 -0.80 -0.06
H -0.600233 4.000193 3.660999 -0.55 0.28 -0.27 0.09
H -1.877576 2.691748 3.582312 0.84 0.73 0.78 0.13
H -0.215834 2.511213 4.412156 -1.59 0.53 0.11 0.11
H -2.383683 3.978441 7.344925 -1.08 0.65 1.27 0.08
H -0.587935 3.856566 7.109151 -1.97 -1.57 0.25 0.22
H -1.120853 1.309569 6.344901 -0.20 0.78 0.36 0.13
H -2.795615 1.620769 6.270949 0.16 0.24 1.03 0.15
H -0.828143 1.323626 8.785571 -1.39 -0.23 -1.50 0.18
H -2.032991 0.233481 7.896989 0.20 -1.06 1.28 0.12
H -1.769420 -0.157547 10.230186 0.02 -0.74 -0.16 0.08
H -3.115879 0.321626 11.267416 -0.70 0.00 0.42 0.10
H -1.589098 1.289527 11.160819 -1.37 -0.91 -0.48 0.14
H -4.457977 2.496992 10.284916 0.09 0.02 -0.94 0.14
H -3.544972 3.468681 8.982703 -0.47 0.18 -0.49 0.07
H -3.040066 3.104381 10.608797 0.94 1.02 0.71 0.09
H -2.698749 5.279777 4.155109 1.24 -0.10 -0.40 0.10
H -2.047555 5.869215 5.712636 -0.18 0.05 0.01 0.13
H -3.533285 4.971906 5.449665 -0.19 -0.40 1.27 0.11
C 1.814529 -2.157199 -2.478178 -1.15 -0.44 -1.63 -0.04
C 3.265613 -2.608928 -2.392971 -1.42 0.74 0.18 -0.50
C 3.544758 -3.277320 -1.064057 2.79 -1.41 -0.75 -0.07
C 4.999050 -3.959397 -1.065327 -1.66 -0.35 -0.42 -0.13
C 4.984523 -5.067489 -2.135862 0.22 -0.23 0.22 -0.12
C 4.717162 -4.483207 -3.553449 0.11 -0.33 1.46 -0.46
N 3.628227 -3.396470 -3.541146 -0.10 -1.51 -3.11 0.02
O 3.194483 -3.114761 -4.632896 0.45 -0.48 1.91 0.20
C 4.280437 -5.578996 -4.464407 -0.48 -1.64 0.74 -0.03
C 6.027664 -3.881164 -4.051196 -1.35 -0.02 2.22 0.03
C 4.004387 -1.342583 -2.761547 1.62 1.66 1.49 0.00
H 1.197850 -2.999142 -2.234839 -0.59 -0.42 0.31 -0.01
H 1.521275 -1.876499 -3.516716 0.42 -0.23 0.65 0.11
H 1.546333 -1.294109 -1.883814 0.51 0.02 0.53 0.10
H 2.797344 -4.055996 -0.777706 0.38 0.93 -0.29 0.12
H 3.710196 -2.491233 -0.376353 -0.79 0.84 1.08 0.11
H 5.184781 -4.265651 -0.040302 -0.02 -0.64 -0.06 0.11
H 5.820272 -3.272945 -1.258356 -0.21 0.45 -0.21 0.10
H 4.230799 -5.851624 -1.980186 -0.05 0.40 0.42 0.12
H 5.953952 -5.634349 -2.168090 -0.72 0.70 -0.17 0.15
H 3.316124 -6.076420 -4.090199 1.17 0.87 -1.00 0.08
H 5.104519 -6.317330 -4.334477 -0.69 0.21 -0.26 0.12
H 4.326315 -5.234351 -5.484082 -0.57 -0.22 -0.45 0.09
H 6.531127 -4.740059 -4.353340 1.40 -1.18 -0.58 0.09
H 6.462414 -3.471473 -3.151340 0.77 0.62 -0.43 0.09
H 5.888801 -3.240870 -4.853027 -0.02 1.48 -1.46 0.08
H 5.103374 -1.334284 -2.838460 -0.34 -0.50 0.03 0.11
H 3.761113 -0.696403 -1.910821 0.20 0.33 -0.34 0.11
H 3.590487 -0.939978 -3.671212 -0.11 0.15 -0.18 0.10
C 0.422916 -7.521316 0.829290 -1.89 -0.12 -0.39 -0.02
C -1.091292 -7.212765 0.624256 0.90 0.88 -0.30 -0.29
C -1.314641 -5.797840 1.123116 0.52 -0.76 -0.33 -0.22
O -2.638179 -5.380000 0.859040 0.51 -0.02 0.52 -0.16
C -2.592912 -3.971418 0.720090 -2.86 0.38 0.51 -0.10
N -1.497513 -7.305291 -0.831266 -0.42 -0.38 0.60 0.19
H -0.897815 -6.817018 -1.501057 0.67 1.39 -0.36 -0.08
H -1.319838 -8.245253 -1.114380 -0.34 -1.22 -0.28 0.15
H -2.493739 -7.074190 -0.984567 0.62 0.01 0.19 0.18
H 0.682551 -8.463253 0.408356 0.19 -0.97 -0.18 0.08
H 0.631127 -7.533447 1.888605 0.19 0.11 0.19 0.09
H 0.975324 -6.793432 0.280375 0.60 0.72 -0.14 0.04
H -1.751898 -7.891425 1.129131 -0.18 -0.44 0.37 0.15
H -0.579681 -5.146594 0.604444 -0.37 -0.17 0.21 0.12
H -1.011587 -5.874287 2.185183 -0.58 0.61 -0.13 0.15
H -3.629371 -3.510347 0.682142 0.96 -1.05 -0.37 0.12
H -2.061881 -3.772526 -0.167318 0.78 0.81 -1.02 0.07
H -2.203875 -3.506306 1.598141 0.92 0.29 0.61 0.08
Br 0.622153 -5.660697 -2.762894 0.08 0.02 0.36 -0.22

Listing largest force on an atom for the structures above in their given order: 0.79 4.26 eV/Å.